Below is 2 unconnected molecules or ions with the total composition C2H8NOS at a distorted geometry, with properties calculated with wB97M-V/def2-TZVPD.

The geometry in XYZ format:
```
13
Properties=species:S:1:pos:R:3:forces:R:3:mulliken_charge:R:1
S -0.05608 -0.95666 1.78573 0.3 -0.2 1.0 -0.779
H -0.45263 -1.31388 3.01942 -0.1 0.0 -0.1 -0.051
C 0.42202 1.88657 -0.25494 -1.7 0.7 0.0 -0.555
N 0.50213 1.11793 -1.52052 -0.6 0.2 0.1 -0.394
C 0.30738 -0.30947 -1.27496 0.9 -1.0 0.3 -0.538
O -0.99488 -0.74909 -0.91000 0.1 0.4 -0.4 -0.476
H -0.20769 1.32600 0.47185 0.4 0.5 -0.2 0.215
H -0.08420 2.91135 -0.38453 0.8 -1.4 -0.1 0.296
H 1.39730 2.05288 0.20620 0.1 -0.1 -0.2 0.190
H -0.23723 1.40576 -2.16995 0.3 0.1 0.4 0.236
H 0.55448 -0.83735 -2.25162 -0.1 0.5 1.2 0.211
H 1.04083 -0.56354 -0.43205 -0.8 0.0 -1.4 0.365
H -1.04578 -0.96994 0.07198 0.4 0.3 -0.7 0.278
```
Forces are in eV/Å.

Properties
Multiplicity = 1
E_LUMO = 4.1626 eV
Net charge = -1

***

Below is 2 unconnected molecules or ions with the total composition C2H8NOSi at a distorted geometry, with properties calculated with wB97M-V/def2-TZVPD.

The geometry in XYZ format:
```
13
Properties=species:S:1:pos:R:3:forces:R:3:mulliken_charge:R:1
C -0.18985 -0.97651 1.20155 0.0 0.3 -0.2 -1.191
C 1.30705 1.01471 -0.69728 -0.4 -0.2 -0.1 -1.061
N -1.19045 -0.28228 -1.51904 0.1 -3.5 -0.3 -0.459
O -2.00790 0.50832 -0.71091 -0.5 0.6 0.6 -0.368
Si -0.41873 0.44780 -0.04929 0.2 0.0 0.8 0.534
H -1.03216 -1.65928 1.14671 -0.2 -0.1 -0.1 0.308
H 0.71079 -1.54856 0.99552 0.2 -0.2 -0.1 0.299
H -0.12254 -0.60822 2.22085 0.1 0.2 0.2 0.312
H 1.27849 2.03384 -1.07041 -0.1 0.3 -0.1 0.314
H 2.02589 0.99368 0.11523 0.1 0.0 0.4 0.278
H 1.68944 0.38197 -1.49453 0.0 -0.2 -0.1 0.275
H -1.42975 -1.94017 -1.06828 0.4 2.8 -0.9 0.004
H -0.62028 1.63470 0.92987 0.1 0.0 -0.1 -0.245
```
Forces are in eV/Å.

Properties
Multiplicity = 1
E_LUMO (spin up / spin down) = 4.3758 / 4.3765 eV
Net charge = -1

***

Result set for ΔE to the lowest compared entry with this formula, charge and spin: 14.7 136.7 kcal per mole, one per record in the order listed.
Result set for energy: -16577.1897 -13616.0789 eV, one per record in the order listed.